Entry 1:
{"formula": "C7H15NO2", "method": "wB97M-V/def2-TZVPD", "elements": ["C", "C", "C", "N", "C", "C", "H", "H", "H", "H", "H", "H", "H", "H", "H", "H", "H", "C", "C", "O", "O", "H", "H", "H", "H"], "xyz": [[-1.6701, 1.7232, 0.8232], [-1.0083, 1.1656, -0.2043], [-1.8252, 0.6196, -1.3564], [0.3835, 1.0268, -0.2630], [1.2512, 1.1769, 0.9062], [1.0952, 1.0588, -1.5464], [-2.7520, 1.8048, 0.8223], [-1.1566, 2.1509, 1.6756], [-1.3589, -0.2698, -1.7919], [-2.8222, 0.3062, -1.0251], [-1.9397, 1.3741, -2.1399], [0.7519, 0.8540, 1.8262], [2.1423, 0.5466, 0.8060], [1.5701, 2.2174, 1.0181], [0.8338, 0.1961, -2.1658], [0.8474, 1.9771, -2.0904], [2.1823, 1.0427, -1.4099], [1.2503, -2.5295, 1.2476], [0.1273, -2.3396, 0.2836], [0.1953, -2.4530, -0.9304], [-1.0394, -2.0782, 0.8999], [1.0739, -1.9434, 2.1543], [1.3393, -3.5875, 1.5022], [2.1781, -2.1699, 0.7948], [-1.6497, -1.8700, 0.1632]], "forces_ev_per_angstrom": [[0.3, 0.1, 0.2], [0.0, 0.2, 0.3], [0.3, -0.2, -0.3], [0.5, -0.8, 0.1], [-0.6, 0.1, -0.2], [-0.6, 0.0, 0.0], [0.2, -0.2, 0.0], [0.0, 0.0, -0.1], [0.1, 0.2, 0.0], [0.2, 0.3, 0.1], [0.0, -0.2, 0.0], [-0.1, 0.1, -0.2], [-0.1, 0.1, -0.2], [0.1, 0.1, 0.2], [0.0, 0.1, 0.0], [0.1, -0.1, -0.1], [-0.3, 0.0, 0.2], [0.4, 0.5, 0.2], [-0.2, -0.3, -1.3], [0.1, 0.3, 1.3], [-0.1, 0.3, -0.6], [-0.1, -0.3, -0.1], [0.0, 0.1, 0.0], [-0.1, -0.3, 0.0], [0.0, -0.2, 0.5]], "smiles": "C=C(C)N(C)C.CC(=O)O", "fmax_ev_per_a": 1.3, "relative_energy_ev": 1.374, "mol_weight_g_mol": 145.20, "e_tot_ev": -13086.907, "homo_lumo_gap_ev": 8.437}

=====

Entry 2:
{"formula": "C14H26Br2N4O3P", "method": "wB97M-V/def2-TZVPD", "elements": ["C", "C", "C", "C", "N", "N", "C", "P", "O", "Br", "N", "N", "C", "C", "C", "Br", "C", "C", "C", "O", "C", "O", "C", "C", "H", "H", "H", "H", "H", "H", "H", "H", "H", "H", "H", "H", "H", "H", "H", "H", "H", "H", "H", "H", "H", "H", "H", "H", "H", "H"], "xyz": [[-1.9408, -3.9665, 0.7224], [-2.1262, -2.7351, -0.2988], [-2.9996, -1.5146, 0.2990], [-2.4750, -0.9841, 1.7209], [-2.1859, 0.4830, 1.7978], [-1.5337, 0.9786, 0.6907], [-2.0237, 2.1001, -0.1402], [-3.6379, 3.0889, 0.1562], [-3.6921, 4.4279, -0.8968], [-3.3814, 4.0388, 2.2346], [-1.0554, 2.3188, -1.1769], [0.0120, 1.4643, -1.0892], [1.2048, 1.4478, -1.9735], [1.1308, 0.4092, -3.1910], [0.1192, 0.8614, -4.3799], [0.6293, -1.4459, -2.6663], [-0.2918, 0.6400, 0.0750], [0.6327, -0.5203, 0.6893], [1.2372, 0.1051, 2.0727], [2.0746, -0.8261, 2.7812], [3.3943, -0.8863, 2.2441], [3.8294, -2.0353, 1.9589], [4.3561, 0.3743, 2.0175], [4.5659, 0.5305, 0.4097], [-0.8780, -3.8984, 1.1662], [-1.9586, -4.9765, 0.1618], [-2.7299, -3.9595, 1.5443], [-2.7128, -3.1456, -1.2006], [-1.0986, -2.4274, -0.6827], [-4.0602, -1.9500, 0.4518], [-3.1060, -0.7184, -0.5104], [-3.3327, -1.1757, 2.4722], [-1.5896, -1.5977, 2.1396], [-3.0698, 0.9877, 1.9507], [-3.4117, 5.2572, -0.4278], [2.1789, 1.2734, -1.3911], [1.2937, 2.4967, -2.4460], [2.1746, 0.3249, -3.6773], [-0.0212, 1.9968, -4.3722], [-0.8686, 0.2973, -4.1787], [0.5814, 0.4685, -5.3524], [0.0736, -1.5005, 0.8552], [1.4911, -0.7725, -0.0428], [0.3129, 0.4324, 2.6824], [1.7613, 1.0804, 1.7667], [5.3685, 0.1444, 2.5184], [3.8690, 1.3224, 2.4235], [4.4292, -0.5146, -0.0533], [5.6230, 0.9212, 0.1931], [3.8378, 1.2790, -0.0480]], "forces_ev_per_angstrom": [[0.8, 0.1, -0.4], [-0.7, -0.7, -0.2], [-0.1, -1.3, -0.2], [-0.9, -1.4, 0.4], [-0.1, -1.3, 0.4], [2.3, 3.2, -5.3], [5.2, -0.6, -2.1], [-1.0, 1.0, -0.9], [1.1, -1.2, 2.3], [0.4, -0.5, -1.1], [-2.3, 0.2, 2.2], [-4.0, -2.0, 5.4], [1.0, 0.1, -1.2], [0.1, 1.0, -1.4], [0.2, -1.0, 0.9], [0.4, 0.9, -0.1], [0.4, -1.3, 0.4], [0.7, 0.9, -0.2], [-1.4, 0.8, -1.0], [0.8, 1.5, -1.5], [2.0, -4.0, -0.8], [-1.8, 4.6, 1.2], [-1.0, 0.0, -0.6], [0.4, -0.4, 0.4], [-1.8, -0.2, -0.3], [-0.2, 1.7, 0.9], [1.1, -0.1, -1.1], [0.9, 0.8, 1.2], [-1.5, -0.2, 0.5], [1.7, 0.8, -0.2], [0.3, -0.8, 1.2], [1.5, 0.6, -1.0], [-1.3, 1.1, -0.9], [0.8, 0.0, -0.3], [-0.1, -0.9, -0.7], [-1.8, 0.1, -0.4], [-0.4, -1.6, 0.9], [-1.6, 0.2, 1.2], [0.2, -1.7, -0.2], [1.4, 1.3, -0.6], [-0.9, 0.8, 1.3], [0.6, 1.6, -0.2], [-1.5, 0.6, 1.1], [1.7, -0.8, -0.4], [-0.4, -1.4, 0.6], [-1.9, 0.3, -0.7], [0.9, -1.3, -0.3], [0.4, 1.7, 0.5], [-1.6, -0.7, 0.3], [0.8, -1.0, 0.7]], "smiles": "CCCCNn1c(P(O)Br)n[n+](C[C@H](C)Br)c1CCOC(=O)CC", "fmax_ev_per_a": 7.0, "mol_weight_g_mol": 489.17, "e_tot_ev": -176405.210, "total_charge": 1, "homo_lumo_gap_ev": 8.930}

=====

Entry 3:
{"formula": "C18H25BClN3O2PS", "method": "wB97M-V/def2-TZVPD", "elements": ["C", "C", "C", "Cl", "N", "C", "C", "S", "B", "O", "O", "C", "P", "C", "C", "H", "H", "H", "H", "H", "H", "H", "H", "H", "H", "H", "H", "H", "H", "H", "N", "C", "C", "C", "C", "C", "H", "H", "H", "H", "H", "N", "C", "C", "C", "C", "C", "H", "H", "H", "H", "H"], "xyz": [[1.0671, -2.3384, -1.0399], [0.1030, -2.6414, -1.6706], [-1.0877, -2.8042, -2.4969], [-0.5790, -3.8201, -3.8703], [-1.3600, -1.4088, -3.0189], [-2.3892, -0.7788, -2.1159], [-2.7797, -1.8298, -1.0256], [-1.9710, -1.6280, 0.6074], [-4.3450, -1.8849, -0.6273], [-5.1933, -2.8095, -1.1798], [-4.8069, -0.9658, 0.2934], [-2.4280, -3.1271, -1.8264], [-2.7295, -4.7707, -1.0368], [-3.4239, -5.9783, -2.2337], [-1.2495, -5.4259, -0.1346], [1.9804, -2.1482, -0.5410], [-0.4983, -0.8675, -3.1113], [-1.8004, -1.4213, -3.9395], [-2.1863, 0.2309, -1.7788], [-3.3129, -0.7016, -2.6898], [-1.0885, -2.6452, 0.7186], [-5.1916, -3.6104, -0.6363], [-4.8803, -1.4238, 1.1394], [-3.1281, -3.0969, -2.6722], [-4.5006, -5.8478, -2.2886], [-3.2650, -6.9895, -1.8665], [-3.0326, -5.9245, -3.2505], [-0.4100, -4.7374, -0.1422], [-1.5698, -5.5963, 0.8874], [-0.9873, -6.4035, -0.5349], [2.2763, 1.4491, 0.9110], [1.0873, 0.8494, 0.8902], [-0.0759, 1.4156, 1.3792], [-0.0056, 2.6861, 1.9306], [1.2199, 3.3294, 1.9658], [2.3276, 2.6736, 1.4441], [1.0737, -0.1448, 0.4538], [-1.0089, 0.8738, 1.3273], [-0.8924, 3.1653, 2.3262], [1.3205, 4.3197, 2.3877], [3.2988, 3.1439, 1.4495], [4.2966, 5.1222, 1.7836], [3.8157, 6.3644, 1.8466], [4.5441, 7.4506, 2.3036], [5.8464, 7.2368, 2.7235], [6.3652, 5.9541, 2.6681], [5.5528, 4.9381, 2.1909], [2.7912, 6.4852, 1.5101], [4.1022, 8.4370, 2.3297], [6.4488, 8.0587, 3.0887], [7.3769, 5.7451, 2.9869], [5.9186, 3.9186, 2.1268]], "forces_ev_per_angstrom": [[0.4, -0.2, -0.2], [-0.6, -0.1, 0.2], [0.8, 0.1, 0.0], [-0.6, 0.0, 0.0], [-0.4, 1.0, -0.5], [-1.8, -0.2, 1.0], [0.8, -0.8, -0.8], [0.0, 0.1, 0.5], [-0.5, 0.6, 0.3], [0.4, 0.0, 0.1], [0.6, -0.4, -0.2], [0.6, -0.3, -0.7], [-1.4, 0.2, 1.9], [0.6, 0.2, -0.7], [-0.4, -0.1, -0.7], [0.3, 0.1, 0.3], [0.1, 0.0, 0.2], [0.3, -0.4, -0.2], [0.7, -0.1, 0.1], [0.2, 0.2, -0.5], [-0.3, 0.1, -0.5], [-0.2, -0.3, -0.3], [-0.4, 0.4, 0.3], [-0.2, -0.4, 0.1], [-0.1, 0.2, 0.1], [0.2, 0.0, 0.2], [0.1, -0.1, 0.0], [0.2, -0.2, -0.1], [0.0, 0.2, 0.1], [0.4, 0.1, -0.2], [-0.2, 0.0, 0.0], [0.1, 0.0, -0.1], [-0.1, 0.1, 0.0], [0.0, 0.1, 0.0], [-0.1, -0.1, 0.0], [0.1, -0.3, -0.1], [-0.1, 0.0, 0.0], [0.0, 0.0, 0.0], [0.0, 0.0, 0.0], [0.1, 0.0, 0.0], [0.0, 0.1, 0.0], [0.2, 0.3, 0.1], [-0.1, -0.1, -0.1], [0.0, 0.0, 0.0], [0.1, 0.1, 0.0], [0.0, 0.0, 0.0], [-0.1, -0.1, -0.1], [0.0, 0.1, 0.0], [0.0, 0.0, 0.0], [0.0, 0.0, 0.0], [0.0, 0.0, 0.0], [0.1, 0.0, 0.0]], "fmax_ev_per_a": 2.4, "mol_weight_g_mol": 424.72, "e_tot_ev": -60951.952, "total_charge": 1, "homo_lumo_gap_ev": 8.170}

=====

Entry 4:
{"formula": "C61H46BeFGeN2P3SSe", "method": "wB97M-V/def2-TZVPD", "elements": ["Be", "F", "Ge", "C", "C", "C", "C", "C", "C", "P", "C", "C", "C", "C", "C", "C", "C", "C", "C", "C", "C", "C", "C", "C", "C", "C", "C", "C", "P", "C", "C", "C", "C", "C", "C", "C", "C", "C", "C", "C", "C", "C", "C", "C", "C", "C", "C", "P", "C", "C", "C", "C", "C", "C", "C", "C", "C", "C", "C", "C", "H", "H", "H", "H", "H", "H", "H", "H", "H", "H", "H", "H", "H", "H", "H", "H", "H", "H", "H", "H", "H", "H", "H", "H", "H", "H", "H", "H", "H", "H", "H", "H", "H", "H", "H", "H", "H", "H", "H", "H", "H", "H", "S", "C", "Se", "N", "C", "C", "C", "C", "C", "C", "N", "H", "H", "H", "H"], "xyz": [[-0.2090, 0.0786, -0.3238], [2.5371, -4.6099, 0.0643], [1.6419, -3.0396, -0.0429], [3.1482, -1.9489, 0.6360], [4.3938, -2.1909, 0.0816], [5.4951, -1.4986, 0.5465], [5.3516, -0.5554, 1.5517], [4.1120, -0.3166, 2.1163], [3.0199, -1.0421, 1.6678], [1.2755, -1.0482, 2.3797], [-0.0483, 0.1720, 3.1275], [-0.1543, 1.5367, 3.3159], [-1.1927, 2.0529, 4.0798], [-2.1543, 1.2171, 4.6204], [-2.0442, -0.1521, 4.4407], [-0.9830, -0.6685, 3.7243], [2.0839, -1.0944, 4.0729], [2.4906, -2.3748, 4.4225], [3.1878, -2.5889, 5.5958], [3.4932, -1.5179, 6.4204], [3.1088, -0.2376, 6.0573], [2.4023, -0.0174, 4.8856], [0.0784, -3.6463, 1.0761], [0.3504, -4.7429, 1.8787], [-0.5635, -5.1917, 2.8144], [-1.7605, -4.5220, 2.9721], [-2.0546, -3.4411, 2.1595], [-1.1542, -3.0023, 1.1910], [-1.6290, -1.6456, 0.0522], [-3.1747, -1.0293, 0.7814], [-3.1707, 0.2081, 1.4166], [-4.3424, 0.7499, 1.9139], [-5.5256, 0.0360, 1.8237], [-5.5250, -1.2257, 1.2517], [-4.3630, -1.7586, 0.7261], [-2.1982, -2.6701, -1.3693], [-3.3688, -2.3802, -2.0703], [-3.7387, -3.1439, -3.1623], [-2.9384, -4.1863, -3.5980], [-1.7789, -4.4864, -2.9046], [-1.4215, -3.7461, -1.7928], [1.7211, -2.9892, -2.0628], [2.1782, -4.1345, -2.7088], [2.5595, -4.1085, -4.0375], [2.4920, -2.9277, -4.7601], [1.9912, -1.7957, -4.1532], [1.5978, -1.8244, -2.8127], [0.9463, -0.2600, -2.1604], [-0.2651, 0.1660, -3.4604], [-0.5893, 1.4750, -3.8025], [-1.6570, 1.7327, -4.6452], [-2.4232, 0.6918, -5.1428], [-2.1001, -0.6145, -4.8155], [-1.0354, -0.8796, -3.9749], [2.3982, 0.8294, -2.2887], [2.2759, 2.2076, -2.1198], [3.3951, 3.0186, -2.1279], [4.6563, 2.4607, -2.2554], [4.7924, 1.0876, -2.3686], [3.6742, 0.2747, -2.3925], [4.4905, -2.9498, -0.6815], [6.4685, -1.6994, 0.1289], [6.2149, -0.0140, 1.9103], [4.0072, 0.4071, 2.9123], [0.5623, 2.2286, 2.8847], [-1.2386, 3.1190, 4.2448], [-2.9740, 1.6304, 5.1892], [-2.7714, -0.8260, 4.8673], [-0.8440, -1.7384, 3.6492], [2.2564, -3.1955, 3.7562], [3.5044, -3.5884, 5.8521], [4.0373, -1.6789, 7.3396], [3.3669, 0.6040, 6.6832], [2.1101, 0.9891, 4.6188], [1.2935, -5.2530, 1.7724], [-0.3298, -6.0491, 3.4232], [-2.4679, -4.8316, 3.7253], [-2.9914, -2.9253, 2.3031], [-2.2401, 0.7476, 1.5250], [-4.3286, 1.7335, 2.3589], [-6.4416, 0.4509, 2.2170], [-6.4375, -1.7994, 1.2056], [-4.3746, -2.7484, 0.2922], [-4.0115, -1.5722, -1.7570], [-4.6653, -2.9230, -3.6689], [-3.2250, -4.7710, -4.4570], [-1.1519, -5.3070, -3.2162], [-0.5373, -4.0328, -1.2430], [2.2567, -5.0571, -2.1554], [2.9295, -5.0061, -4.5070], [2.8273, -2.8879, -5.7849], [1.9195, -0.8648, -4.7010], [-0.0106, 2.3028, -3.4218], [-1.8922, 2.7509, -4.9172], [-3.2636, 0.9008, -5.7866], [-2.6788, -1.4356, -5.2086], [-0.7989, -1.9033, -3.7166], [1.3018, 2.6584, -1.9739], [3.2818, 4.0877, -2.0282], [5.5279, 3.0954, -2.2447], [5.7718, 0.6386, -2.4276], [3.7985, -0.7938, -2.4819], [1.8796, 1.6550, 0.9397], [1.0252, 0.2964, 0.9616], [-0.3913, 3.1620, 0.0740], [-0.9808, 1.5846, -0.6045], [-2.2751, 1.7732, -0.9622], [-3.0526, 0.8878, -1.7002], [-4.3584, 1.2064, -1.9758], [-4.9354, 2.3996, -1.5129], [-4.1880, 3.3102, -0.8171], [-2.8315, 3.0342, -0.5700], [-1.9630, 3.8846, -0.0262], [-2.5916, -0.0089, -2.0792], [-4.9434, 0.5362, -2.5879], [-5.9744, 2.5991, -1.7325], [-4.5905, 4.2540, -0.4886]], "forces_ev_per_angstrom": [[0.4, -0.2, 0.3], [-0.4, 0.4, -0.1], [1.1, -1.4, 0.1], [-0.9, -0.1, -0.1], [0.2, -0.2, -0.2], [0.1, -0.2, -0.2], [-0.1, 0.3, 0.1], [0.2, -0.1, 0.0], [-0.2, 0.0, 0.0], [0.8, 0.3, 1.2], [0.0, -0.2, -0.1], [0.0, 0.0, 0.0], [0.0, 0.1, 0.0], [0.0, 0.1, 0.0], [0.0, -0.1, 0.1], [-0.1, 0.0, 0.1], [-0.3, -0.3, -0.2], [0.0, 0.1, 0.1], [0.1, -0.1, 0.0], [0.1, 0.0, 0.1], [0.0, 0.1, 0.1], [-0.1, -0.1, 0.1], [0.4, 0.5, -0.7], [0.3, -0.1, -0.2], [-0.1, 0.1, 0.1], [0.0, -0.1, 0.0], [-0.1, 0.2, -0.2], [0.0, 0.0, 0.1], [-0.6, -0.7, 0.4], [0.0, 0.1, 0.0], [0.1, -0.1, -0.1], [-0.1, 0.0, 0.0], [0.1, 0.1, 0.1], [-0.1, -0.1, -0.1], [0.1, 0.1, 0.0], [0.0, 0.2, -0.1], [0.1, 0.0, 0.0], [-0.1, 0.0, 0.0], [0.0, 0.0, 0.0], [0.0, 0.0, 0.0], [0.0, 0.0, 0.2], [-0.3, 0.4, 0.7], [0.0, -0.3, 0.2], [0.0, 0.0, 0.0], [0.0, 0.1, 0.0], [0.0, 0.1, 0.1], [-0.1, 0.0, 0.1], [0.4, -0.1, -0.6], [-0.1, 0.0, 0.1], [0.1, 0.0, 0.0], [0.0, 0.1, -0.1], [0.0, 0.0, 0.0], [-0.1, 0.0, -0.1], [0.2, 0.1, 0.1], [-0.1, 0.0, 0.1], [-0.1, 0.0, -0.2], [0.0, 0.1, -0.1], [0.0, 0.0, 0.1], [0.1, 0.0, 0.0], [-0.2, 0.0, 0.0], [0.2, 0.0, -0.1], [0.2, 0.0, -0.1], [0.1, 0.1, 0.0], [0.0, 0.0, 0.1], [0.0, -0.1, 0.1], [-0.1, 0.1, 0.0], [-0.1, 0.0, 0.1], [-0.1, 0.0, 0.1], [-0.1, 0.0, 0.0], [0.0, -0.1, 0.0], [0.0, -0.1, 0.1], [0.0, 0.0, 0.1], [0.0, 0.1, 0.1], [-0.1, 0.0, 0.0], [0.1, -0.1, 0.0], [0.1, -0.1, 0.1], [-0.1, -0.1, 0.1], [0.0, 0.0, 0.0], [0.0, 0.1, 0.1], [0.0, 0.1, 0.1], [-0.1, 0.0, 0.0], [-0.1, -0.1, 0.0], [0.0, 0.0, -0.1], [0.0, 0.0, 0.0], [-0.1, 0.0, -0.1], [0.0, -0.1, -0.1], [0.1, -0.1, 0.0], [-0.1, 0.0, -0.1], [0.1, -0.1, 0.1], [0.0, -0.1, 0.0], [0.0, 0.0, -0.1], [0.0, 0.0, -0.1], [0.0, 0.0, 0.0], [0.0, 0.1, 0.0], [-0.1, 0.0, -0.1], [-0.1, -0.1, -0.1], [0.0, 0.0, 0.0], [0.2, 0.0, -0.1], [0.0, 0.1, 0.0], [0.1, 0.1, 0.0], [0.1, 0.0, 0.0], [0.0, 0.0, 0.0], [0.2, -0.4, -0.1], [0.0, 1.3, -0.9], [-0.1, -0.1, 0.4], [-0.8, 0.3, -0.1], [1.0, 0.5, 0.4], [-0.8, -0.5, -0.4], [0.9, -0.6, -0.1], [0.0, 0.8, 0.5], [-0.8, 0.0, -0.3], [0.8, 0.0, 0.1], [-0.6, 0.1, -0.3], [-0.1, -0.1, -0.1], [-0.1, -0.1, 0.0], [0.0, 0.1, 0.0], [-0.1, 0.1, 0.0]], "fmax_ev_per_a": 1.7, "mol_weight_g_mol": 1111.62, "e_tot_ev": -230660.368, "multiplicity": 2, "total_charge": 1, "homo_lumo_gap_ev": [5.441, 5.741]}

=====

Entry 5:
{"formula": "C4H8O3", "method": "wB97M-V/def2-TZVPD", "elements": ["C", "C", "O", "C", "O", "C", "O", "H", "H", "H", "H", "H", "H", "H", "H"], "xyz": [[0.7913, -0.6507, -1.7253], [-0.1401, -0.6633, -0.5095], [0.5108, -1.2651, 0.5957], [-0.6450, 0.7374, -0.1590], [-1.3367, 0.7242, 1.0992], [-0.5712, 0.8445, 2.1835], [0.6242, 1.0173, 2.1989], [0.2950, -0.9109, -2.6643], [1.5354, -1.4167, -1.4971], [1.3083, 0.3076, -1.8605], [-1.0035, -1.3091, -0.7052], [1.1266, -0.6203, 0.9758], [-1.3740, 1.0969, -0.8900], [0.1859, 1.4484, -0.0996], [-1.1964, 0.7812, 3.0838]], "forces_ev_per_angstrom": [[0.1, 0.0, 0.0], [-0.1, 0.0, -0.1], [0.1, 0.1, 0.2], [0.1, 0.0, -0.1], [0.0, 0.0, 0.1], [0.3, 0.1, 0.1], [-0.5, 0.0, 0.0], [0.0, 0.1, 0.2], [0.0, 0.1, -0.3], [-0.1, -0.1, 0.1], [0.1, 0.1, 0.0], [-0.1, -0.1, 0.0], [0.1, -0.1, 0.1], [-0.1, -0.1, 0.0], [0.0, 0.0, -0.1]], "smiles": "C[C@@H](O)COC=O", "fmax_ev_per_a": 0.5, "relative_energy_ev": 1.032, "mol_weight_g_mol": 104.10, "e_tot_ev": -10419.971, "homo_lumo_gap_ev": 11.325}